Record 1
{"formula": "C7H39NO11", "method": "wB97M-V/def2-TZVPD", "species": ["C", "C", "C", "C", "C", "N", "C", "C", "H", "H", "H", "H", "H", "H", "H", "H", "H", "H", "H", "H", "H", "H", "H", "H", "H", "O", "H", "H", "O", "H", "H", "O", "H", "H", "O", "H", "H", "O", "H", "H", "O", "H", "H", "O", "H", "H", "O", "H", "H", "O", "H", "H", "O", "H", "H", "O", "H", "H"], "positions_angstrom": [[2.74, 1.71, 2.19], [2.34, 1.18, 0.79], [1.65, 2.13, -0.23], [1.23, 1.37, -1.54], [0.50, 2.48, -2.37], [0.45, 0.21, -1.09], [-0.32, -0.51, -2.17], [-1.06, -1.82, -1.81], [1.90, 1.98, 2.87], [3.35, 1.09, 2.84], [3.41, 2.59, 2.02], [1.61, 0.39, 0.96], [3.14, 0.61, 0.32], [2.31, 3.03, -0.45], [0.72, 2.38, 0.36], [2.17, 1.23, -2.09], [0.77, 3.49, -2.14], [-0.50, 2.49, -1.92], [0.67, 2.21, -3.41], [-0.18, 0.49, -0.36], [0.45, -0.77, -2.99], [-0.87, 0.11, -2.82], [-1.42, -2.14, -0.83], [-2.00, -2.03, -2.36], [-0.43, -2.71, -1.90], [1.15, -3.18, 2.62], [1.24, -3.20, 1.65], [0.85, -4.05, 2.90], [-3.06, 2.92, 3.20], [-3.40, 2.05, 2.98], [-3.32, 3.33, 2.32], [2.45, -1.95, -0.28], [3.31, -2.02, 0.12], [2.10, -1.05, -0.26], [0.38, -0.12, 2.84], [0.44, -0.48, 1.96], [0.96, -0.63, 3.45], [-4.05, 2.65, 0.74], [-3.28, 2.20, 0.37], [-4.49, 2.05, 1.42], [2.00, -2.08, -4.21], [2.50, -1.25, -4.23], [2.36, -2.58, -3.44], [-4.57, -2.21, -0.35], [-3.99, -1.61, 0.14], [-3.95, -2.95, -0.40], [-2.92, 0.22, -0.47], [-2.22, -0.46, -0.48], [-2.93, 0.75, -1.27], [-1.87, -1.47, 1.37], [-1.10, -1.64, 1.92], [-2.32, -0.68, 1.71], [2.55, -3.78, -2.24], [2.55, -3.36, -1.34], [1.63, -3.89, -2.48], [-0.32, 2.37, 2.25], [-0.98, 3.05, 2.49], [-0.34, 1.86, 3.13]], "mulliken_charge": [-1.32, 1.62, -0.85, 0.22, -1.48, 0.71, -0.90, -1.00, 0.11, 0.42, 0.34, -1.28, 0.47, 0.42, 0.08, 0.36, 0.45, 0.22, 0.35, 0.22, 0.32, 0.61, 0.23, 0.41, 0.09, -0.60, 0.30, 0.30, -0.69, 0.26, 0.47, -0.65, 0.27, 0.27, -0.48, -0.18, 0.25, -0.72, 0.36, 0.29, -0.68, 0.30, 0.46, -0.63, 0.32, 0.32, -0.55, -0.08, 0.34, -0.57, 0.26, 0.30, -0.78, 0.39, 0.29, -0.48, 0.22, 0.24], "total_energy_ev": -31902.754, "max_force_ev_per_a": 3.54, "smiles": "CCC[C@H](C)NCC.O.O.O.O.O.O.O.O.O.O.O", "de_lowest_kj_mol": 439.7, "charge": 0}

=====

Record 2
{"formula": "C7H3NO4OsSe3Te", "method": "wB97M-V/def2-TZVPD", "species": ["Os", "Se", "Se", "Te", "Se", "O", "C", "O", "C", "C", "C", "N", "C", "C", "C", "O", "O", "H", "H", "H"], "positions_angstrom": [[0.08, 0.18, 0.00], [2.44, -0.10, 0.00], [3.71, 1.87, 0.00], [2.12, 3.73, 0.00], [-0.10, 2.57, 0.00], [-6.38, -2.36, 0.00], [-6.20, -1.14, 0.00], [-6.95, -0.17, 0.00], [-4.67, -0.81, 0.00], [-4.29, 0.53, 0.00], [-2.96, 0.86, 0.00], [-2.00, -0.09, 0.00], [-2.36, -1.39, 0.00], [-3.68, -1.79, 0.00], [-1.23, -2.38, 0.00], [-1.42, -3.56, 0.00], [-0.02, -1.81, 0.00], [-5.06, 1.29, 0.00], [-2.63, 1.89, 0.00], [-3.92, -2.84, 0.00]], "mulliken_charge": [0.61, 0.12, -0.20, 0.08, -0.18, -0.24, 0.62, -0.56, 0.57, -0.81, 0.03, -0.29, 0.04, -0.27, 0.35, -0.59, -0.59, 0.49, 0.28, 0.55], "total_energy_ev": -222785.599, "max_force_ev_per_a": 4.49, "de_lowest_kj_mol": 0.0, "spin_multiplicity": 5, "charge": 0}

=====

Record 3
{"formula": "C7H4", "method": "wB97M-V/def2-TZVPD", "species": ["C", "C", "C", "C", "C", "C", "C", "H", "H", "H", "H"], "positions_angstrom": [[2.47, -0.86, -0.21], [1.34, -0.55, 0.10], [-0.03, -0.14, 0.46], [-0.25, 1.33, 0.45], [-0.50, 2.50, 0.44], [-1.06, -0.82, -0.34], [-1.88, -1.46, -0.94], [3.45, -1.13, -0.48], [-0.24, -0.47, 1.49], [-0.66, 3.56, 0.56], [-2.63, -1.96, -1.53]], "mulliken_charge": [0.14, -0.83, 0.64, -0.89, 0.18, -0.83, 0.11, 0.44, 0.21, 0.43, 0.42], "total_energy_ev": -7317.570, "max_force_ev_per_a": 2.33, "smiles": "C#CC(C#C)C#C", "de_lowest_kj_mol": 64.9, "charge": 0}

=====

Record 4
{"formula": "C7H40BrNbO13PS", "method": "wB97M-V/def2-TZVPD", "species": ["C", "C", "Br", "C", "Nb", "C", "C", "C", "O", "C", "O", "O", "P", "S", "H", "H", "H", "H", "H", "H", "H", "H", "H", "H", "H", "H", "H", "H", "H", "H", "H", "H", "H", "H", "O", "H", "H", "O", "H", "H", "O", "H", "H", "O", "H", "H", "O", "H", "H", "O", "H", "H", "O", "H", "H", "O", "H", "H", "O", "H", "H", "O", "H", "H"], "positions_angstrom": [[-1.16, 2.34, -0.80], [-2.51, 1.69, -0.75], [-3.56, 2.59, -2.28], [-2.56, 0.21, -0.95], [-1.08, -1.04, 0.22], [0.70, -0.72, -1.10], [0.87, -1.75, -2.25], [-0.05, -1.49, -3.44], [-1.23, -2.28, -3.44], [0.31, -2.27, 1.56], [1.19, -1.37, 2.24], [2.56, -1.82, 2.13], [-2.93, -1.81, 1.93], [-3.04, -0.71, 3.60], [-0.52, 2.01, 0.01], [-1.28, 3.42, -0.69], [-0.70, 2.18, -1.77], [-3.08, 1.98, 0.12], [-3.55, -0.13, -0.64], [-2.46, -0.05, -2.00], [-0.72, 0.30, 1.42], [-1.61, -2.59, -0.63], [1.56, -0.83, -0.44], [0.71, 0.26, -1.58], [0.73, -2.76, -1.87], [1.89, -1.65, -2.61], [0.52, -1.65, -4.35], [-0.36, -0.45, -3.42], [-1.00, -3.17, -3.18], [0.88, -2.88, 0.87], [-0.16, -2.96, 2.27], [2.93, -1.10, 1.61], [-4.20, -1.84, 1.33], [-2.69, -3.14, 2.29], [-5.78, 1.38, 0.04], [-5.23, 1.90, -0.57], [-6.54, 1.95, 0.22], [4.45, 0.93, 1.51], [5.02, 0.22, 1.82], [3.97, 1.23, 2.29], [-0.29, 3.36, 2.15], [-1.01, 3.08, 2.73], [0.50, 2.97, 2.55], [1.85, 1.27, 2.91], [1.15, 0.66, 2.63], [1.90, 1.11, 3.86], [2.52, -0.35, -4.96], [3.41, -0.46, -5.33], [2.20, 0.46, -5.37], [-3.98, 4.52, -5.46], [-3.10, 4.77, -5.75], [-3.82, 3.77, -4.87], [4.71, -0.41, -2.91], [5.25, -1.17, -3.12], [3.90, -0.52, -3.43], [-3.43, -1.27, 7.32], [-3.38, -0.93, 6.41], [-2.52, -1.22, 7.63], [7.18, -1.31, -1.00], [7.75, -0.80, -1.58], [6.35, -0.81, -0.98], [1.07, -0.04, 5.75], [0.37, -0.62, 5.42], [1.11, -0.21, 6.69]], "mulliken_charge": [-1.32, -0.02, -0.30, -0.73, -1.11, -0.78, -0.14, -0.49, -0.51, -0.58, -0.11, -0.43, 0.17, -0.55, 0.19, 0.46, 0.38, 0.53, 0.58, 0.49, 0.35, 0.08, 0.26, 0.50, 0.39, 0.04, 0.26, 0.23, 0.34, 0.34, 0.38, 0.32, 0.04, -0.01, -0.57, 0.26, 0.27, -0.63, 0.31, 0.30, -0.63, 0.30, 0.30, -0.62, 0.23, 0.31, -0.59, 0.31, 0.28, -0.63, 0.30, 0.27, -0.63, 0.35, 0.29, -0.63, 0.32, 0.29, -0.65, 0.32, 0.32, -0.61, 0.32, 0.28], "total_energy_ev": -126236.346, "max_force_ev_per_a": 3.80, "de_lowest_kj_mol": 0.0, "charge": -1}